[1]
Entry from the Open Molecules 2025 dataset: 2 unconnected molecules or ions with the total composition C2H2BrCl3 (wB97M-V/def2-TZVPD).

## Properties
HOMO-LUMO gap (alpha / beta): 6.96 / 7.43 eV
E_HOMO (alpha / beta): -9.699 / -9.904 eV

Last column: Löwdin charge in e.
Element x y z (Å)
C 0.26 0.55 -0.96  -1.1927
C -0.71 0.13 0.13  -0.7828
Cl -0.60 1.56 -2.11  0.5660
Cl 1.47 1.36 0.04  0.6016
Cl -1.78 2.58 0.74  -0.1071
Br -2.32 -0.68 -0.14  0.8027
H 0.78 -0.35 -1.59  0.1424
H -0.36 -0.13 1.03  -0.0300



[2]
Entry from the Open Molecules 2025 dataset: C2H2BrClO2 in the gas phase (wB97M-V/def2-TZVPD).

## Properties
SMILES: O=C(CBr)OCl
HOMO-LUMO gap: 9.82 eV
E_HOMO: -10.657 eV

Last column: Löwdin charge in e.
Element x y z (Å)
O 0.36 1.25 1.03  0.0727
C -0.11 0.35 0.42  -0.7054
C 0.53 -0.41 -0.73  -0.5128
Br 2.25 0.35 -1.13  0.7022
O -1.32 -0.20 0.61  -0.4368
Cl -2.29 0.47 1.87  0.7263
H -0.09 -0.35 -1.62  0.0765
H 0.67 -1.46 -0.45  0.0772



[3]
Entry from the Open Molecules 2025 dataset: 2 unconnected molecules or ions with the total composition C2H2BrF2N (wB97M-V/def2-TZVPD).

## Properties
HOMO-LUMO gap: 9.68 eV
E_HOMO: -9.075 eV

Last column: Löwdin charge in e.
Element x y z (Å)
C 0.07 0.31 -0.60  -0.0971
C -0.55 1.89 -1.79  -0.8548
N -0.63 0.14 0.37  0.0699
F -0.21 1.61 -2.99  0.0656
F 0.41 2.75 -1.29  -0.0362
Br -2.42 2.42 -1.47  0.6858
H 1.05 0.00 -0.95  0.0895
H -0.40 -0.49 1.15  0.0773



[4]
Entry from the Open Molecules 2025 dataset: C2H2BrFO in the gas phase (wB97M-V/def2-TZVPD).

## Properties
SMILES: C=C(F)OBr
HOMO-LUMO gap: 8.76 eV
E_HOMO: -9.989 eV

Last column: Löwdin charge in e.
Element x y z (Å)
C -1.11 0.19 0.22  0.1079
C 0.00 -0.36 -0.21  -0.4398
F 0.27 -1.66 -0.25  0.0914
O 1.11 0.52 -0.61  -0.5724
Br 2.87 0.39 0.09  0.6997
H -1.96 -0.32 0.43  0.0415
H -1.19 1.24 0.35  0.0717



[5]
Entry from the Open Molecules 2025 dataset: 2 unconnected molecules or ions with the total composition C2H2BrFO (wB97M-V/def2-TZVPD).

## Properties
HOMO-LUMO gap (alpha / beta): 8.52 / 8.38 eV
E_HOMO (alpha / beta): -8.275 / -8.192 eV

Last column: Löwdin charge in e.
Element x y z (Å)
C -1.35 -0.15 0.50  -0.1063
C 0.90 0.19 -0.56  -0.7047
O -1.14 -0.56 1.54  0.0360
F 1.22 -0.95 -1.12  -0.0822
Br 1.90 0.45 1.03  0.6759
H -2.34 0.00 -0.04  0.0977
H 0.80 1.02 -1.35  0.0837



[6]
Entry from the Open Molecules 2025 dataset: a molecular structure, C2H2BrFO (wB97M-V/def2-TZVPD).

## Properties
HOMO-LUMO gap: 9.11 eV
E_HOMO: -9.398 eV

Last column: Löwdin charge in e.
Element x y z (Å)
C 0.03 -0.95 -0.79  0.0872
C -1.06 -0.90 -0.13  -0.2529
O -2.31 0.47 -0.20  -0.7789
F -1.74 -1.67 0.62  0.0961
Br -4.01 0.07 0.04  0.7007
H 0.73 -1.75 -0.78  0.0771
H 0.40 -0.14 -1.34  0.0706



One value per record, in order, for M: 212.30; 173.39; 157.94; 140.94; 140.94; 140.94 g mol⁻¹.
One value per record, in order, for energy: -109713.0418; -88764.6770; -79071.1231; -76910.9878; -76909.9063; -76909.2746 eV.
One value per record, in order, for energy above the lowest of the compared OMol25 structures with the same formula, charge and spin: 2.9019; 0.0000; 0.9665; 1.7250; 2.8065; 3.4382 eV.